The following is a DFT calculation (ωB97M-V with the def2-TZVPD basis set) of an isolated molecule of C2F2I2O in a non-equilibrium geometry.

Structure (XYZ):
```
7
C2F2I2O, DFT ωB97M-V with the def2-TZVPD basis set
O -0.77080 0.67810 1.68157
C -0.78828 0.04513 0.70760
I -2.51052 -0.88707 -0.05831
C 0.60578 0.07438 -0.45424
F 0.89725 1.42538 -0.30925
F 0.21321 -0.29577 -1.64177
I 2.35335 -1.04015 0.07440
```

* SMILES: O=C(I)C(F)(F)I
* frontier orbital gap: 9.6 eV
* E: -25756.339 eV
* strongest force on any atom: 3.9 eV Å⁻¹